63
Properties=species:S:1:pos:R:3 method="wB97M-V/def2-TZVPD" homo_energy_ev="-0.2 / -8.0" energy_ev=-43677.844 multiplicity=2 homo_lumo_gap_ev="2.50 / 10.14" total_charge=-1 lumo_ev="2.33 / 2.15" relative_energy_kj_mol=175.71
O 4.4610 -1.7945 -0.4560
H 4.6909 -1.0088 0.0116
H 3.6281 -1.5813 -0.9519
O 1.3772 2.2331 -2.9184
H 1.9785 2.8849 -2.5791
H 1.3164 2.4326 -3.8484
O 2.1549 0.1064 -0.8399
H 1.9545 0.4325 0.0519
H 1.8260 0.6688 -1.5905
O -1.2927 4.6900 1.2263
H -1.7400 4.0012 0.7604
H -1.4231 5.3723 0.6018
O -1.1975 -3.0351 2.1973
H -1.1955 -2.1527 2.5626
H -0.9962 -2.8330 1.2846
O 2.6779 -3.7269 1.7319
H 2.1835 -3.1245 1.1798
H 3.6471 -3.6078 1.7099
O 3.5596 -0.4143 -2.7095
H 4.4442 -0.7773 -2.7956
H 3.0553 -0.5998 -3.4931
O -0.0998 -0.2242 3.3560
H 0.0632 0.7456 3.1645
H -0.6867 -0.1648 4.0839
O 3.4016 2.2369 -0.5627
H 3.8114 1.3996 -0.4670
H 3.6607 2.6096 -1.3948
O -0.6356 -0.9199 -0.4055
H -0.0758 -1.2641 -1.1555
H -0.1247 -0.8925 0.4075
O 1.0120 -2.3293 -2.1216
H 1.3511 -2.8857 -1.4279
H 1.7111 -1.6515 -1.8901
O -3.5672 2.0834 -0.4180
H -4.5542 2.1140 -0.6135
H -2.9556 2.2869 -1.1821
O 2.9106 2.2903 2.8538
H 3.2512 2.5142 1.9696
H 2.0501 2.7095 2.9690
O -4.1062 -2.9762 -1.0514
H -4.0224 -1.9428 -0.9312
H -3.4065 -3.0430 -1.8197
O -0.1968 1.5156 -4.9204
H -0.7231 1.8921 -4.0670
H -0.8480 0.9116 -5.2931
O -1.5661 1.3790 1.0416
H -2.3861 1.5297 0.5880
H -1.5837 0.7292 1.7389
O -3.6667 -0.2295 2.9306
H -3.5903 -1.0562 2.4900
H -3.3896 0.5324 2.4271
O -1.2937 2.1850 -2.0062
H -1.2519 1.4926 -1.3262
H -0.4352 2.6112 -1.9019
O 2.3427 -0.8585 3.4071
H 2.5830 -1.5419 4.0871
H 2.5493 -0.0285 3.8015
O -3.9252 -2.9389 1.3971
H -3.5135 -3.8331 1.4272
H -4.6806 -3.1828 0.8985
O -3.2064 -0.5502 -0.5740
H -2.4615 -1.0980 -0.9158
H -2.8549 -0.3227 0.2707